[1]
C6H9N | wB97M-V/def2-TZVPD

Summary:
* SMILES: C=C1N=CC=C1C.[H][H]
* calculated total energy: -288.70259 Eh
* HOMO energy: -9.28 eV
* total charge: 0
* Kohn-Sham gap: 9.141 eV
* energy above the lowest of the compared OMol25 structures with the same formula, charge and spin: 208.6 kJ/mol

Cartesian coordinates (Å):
1 N -0.27 -1.38 -1.46
2 C 0.00 -0.77 -0.21
3 C -0.76 1.38 1.12
4 C -1.15 -0.60 -2.01
5 C 0.85 -1.30 0.68
6 C -0.79 0.47 -0.06
7 C -1.52 0.56 -1.20
8 H 0.25 1.78 1.28
9 H 1.38 -2.22 0.43
10 H -1.56 -0.83 -3.00
11 H 1.06 -0.82 1.63
12 H -1.44 2.23 0.99
13 H -1.04 0.86 2.04
14 H 3.79 -0.34 0.83
15 H 3.39 -0.39 0.21
16 H -2.22 1.34 -1.47

***

[2]
C17H16N2O2S2 | wB97M-V/def2-TZVPD

Summary:
* SMILES: C#CCSC1=C(C#N)[C@H](c2cccs2)C(C(=O)OCC)=C(C)N1
* calculated total energy: -1713.70192 Eh
* HOMO energy: -8.41 eV
* total charge: 0
* Kohn-Sham gap: 8.490 eV

Cartesian coordinates (Å):
1 S -0.03 -0.77 3.77
2 S 1.99 0.86 -1.76
3 O -1.00 -0.77 -2.79
4 O -3.17 -0.76 -2.23
5 N 2.79 -1.90 1.29
6 N -1.70 -0.33 1.80
7 C 0.09 1.95 -0.43
8 C -0.40 -0.67 2.05
9 C -0.12 -0.53 -4.99
10 C 1.92 2.58 -1.68
11 C 0.03 -0.62 -0.40
12 C 1.88 1.01 3.05
13 C 0.86 3.01 -0.95
14 C 0.57 0.73 -0.78
15 C -1.48 -0.63 -0.53
16 C -2.00 -0.73 -1.90
17 C 1.69 -0.14 3.89
18 C 1.98 1.96 2.32
19 C 1.74 -1.44 1.19
20 C -1.36 -0.82 -4.17
21 C 0.45 -0.93 1.03
22 C -2.27 -0.45 0.56
23 C -3.76 -0.35 0.56
24 H 2.11 2.79 1.69
25 H -2.31 -0.20 2.60
26 H -4.07 0.57 1.06
27 H 0.65 -1.26 -4.78
28 H 2.38 -0.94 3.63
29 H -0.37 -0.56 -6.05
30 H -0.79 2.09 0.17
31 H -4.15 -0.36 -0.45
32 H 0.26 0.46 -4.74
33 H 1.80 0.12 4.95
34 H 0.46 -1.37 -1.07
35 H -2.15 -0.09 -4.35
36 H 2.66 3.16 -2.18
37 H -1.76 -1.82 -4.39
38 H -4.18 -1.20 1.11
39 H 0.63 4.05 -0.79

***

[3]
C3H8N2O2 | wB97M-V/def2-TZVPD

Summary:
* calculated total energy: -378.89915 Eh
* HOMO energy: -8.66 eV
* total charge: 0
* Kohn-Sham gap: 8.702 eV
* energy above the lowest of the compared OMol25 structures with the same formula, charge and spin: 635.0 kJ/mol

Cartesian coordinates (Å):
1 O -0.55 -0.77 0.82
2 O -1.83 1.26 -0.40
3 N 0.73 0.88 -0.67
4 N -0.89 1.27 0.26
5 C -1.67 -1.51 0.48
6 C 0.63 -0.43 -0.68
7 C 1.83 1.48 0.06
8 H -2.22 -1.83 1.38
9 H -2.37 -0.93 -0.16
10 H 1.46 -1.07 -0.37
11 H -1.41 -2.41 -0.10
12 H 2.69 0.80 0.12
13 H 2.14 2.40 -0.42
14 H -0.04 -0.86 -1.42
15 H 1.52 1.72 1.09

***

[4]
C13H25As2ISn | wB97M-V/def2-TZVPD

Summary:
* calculated total energy: -5493.84801 Eh
* HOMO energy: -7.96 eV
* total charge: 0
* Kohn-Sham gap: 7.989 eV
* energy above the lowest of the compared OMol25 structures with the same formula, charge and spin: 0.0 kJ/mol

Cartesian coordinates (Å):
1 I -1.00 -2.52 -2.72
2 Sn 0.71 -0.31 -2.64
3 As -1.25 1.40 1.27
4 As 0.37 -1.38 0.48
5 C 0.69 0.55 -6.04
6 C 0.31 1.31 3.80
7 C 0.05 0.64 2.60
8 C -1.21 -2.39 1.02
9 C 0.75 -0.96 -5.87
10 C 1.44 -1.22 3.29
11 C 1.63 -0.59 4.54
12 C -2.60 1.78 2.64
13 C 1.64 -2.86 0.57
14 C -0.39 3.15 1.14
15 C 1.10 0.68 4.76
16 C 0.70 -0.58 2.30
17 C -0.93 1.20 -2.55
18 H 0.65 3.00 0.79
19 H 1.58 -3.39 -0.38
20 H 0.26 -1.44 -6.71
21 H -0.40 3.63 2.13
22 H -2.88 0.83 3.11
23 H 2.22 -1.11 5.31
24 H 1.78 -1.34 -5.87
25 H -1.57 -2.94 0.14
26 H -0.95 -3.08 1.83
27 H 1.39 -3.54 1.40
28 H -0.43 2.14 -2.85
29 H 1.85 -2.21 3.13
30 H 1.01 1.15 -5.17
31 H 0.25 -1.36 -4.98
32 H -3.45 2.20 2.11
33 H 2.63 -2.42 0.70
34 H 1.34 0.84 -6.88
35 H 1.31 1.21 5.71
36 H -0.06 2.31 4.00
37 H -1.98 -1.68 1.34
38 H -0.97 3.73 0.41
39 H -1.63 0.87 -3.33
40 H -0.31 0.89 -6.34
41 H -1.43 1.32 -1.57
42 H -2.21 2.48 3.38

***

[5]
C12H11NO4PdSSe | wB97M-V/def2-TZVPD

Summary:
* calculated total energy: -3747.09777 Eh
* HOMO energy (spin up / spin down): -7.80 / -7.94 eV
* total charge: 0
* Kohn-Sham gap (spin up / spin down): 5.726 / 6.369 eV
* energy above the lowest of the compared OMol25 structures with the same formula, charge and spin: 162.0 kJ/mol

Cartesian coordinates (Å):
1 Pd 2.63 0.42 0.85
2 Se 1.45 -0.21 -1.08
3 S 2.93 2.72 0.55
4 O 3.66 0.12 2.92
5 O 5.61 -0.41 3.97
6 O 4.31 -1.15 -0.06
7 O 6.46 -1.87 0.26
8 N 0.45 3.36 -0.74
9 C -1.26 -0.41 -1.81
10 C -4.66 -0.05 -0.14
11 C -0.92 -0.09 0.59
12 C -0.08 0.01 1.82
13 C 5.38 -1.46 0.28
14 C 1.45 3.11 -0.23
15 C -2.30 -0.03 0.74
16 C 4.71 -0.22 3.27
17 C -0.80 -0.64 -3.22
18 C -3.17 -0.14 -0.33
19 C -2.63 -0.35 -1.59
20 C -0.40 -0.25 -0.71
21 H -1.27 0.07 -3.89
22 H -3.30 -0.47 -2.44
23 H 0.28 -0.56 -3.35
24 H 0.38 1.00 1.90
25 H -4.93 0.06 0.91
26 H -5.06 0.81 -0.69
27 H -1.09 -1.65 -3.54
28 H 0.70 -0.76 1.84
29 H -0.69 -0.12 2.71
30 H -2.71 0.10 1.74
31 H -5.16 -0.94 -0.53

***

[6]
C4H13NOS | wB97M-V/def2-TZVPD

Summary:
* SMILES: NCCCCS.O
* calculated total energy: -688.35685 Eh
* HOMO energy: -8.96 eV
* total charge: 0
* Kohn-Sham gap: 9.549 eV
* energy above the lowest of the compared OMol25 structures with the same formula, charge and spin: 83.7 kJ/mol

Cartesian coordinates (Å):
1 S 2.18 0.25 2.32
2 O -4.92 0.43 1.06
3 N -0.72 0.08 -1.61
4 C 1.94 0.58 -0.47
5 C 1.52 1.15 0.86
6 C 1.45 -0.89 -0.69
7 C -0.06 -0.90 -0.70
8 H -0.48 -1.89 -0.97
9 H 1.82 -1.48 0.15
10 H -0.23 -0.03 -2.50
11 H -5.15 0.46 1.98
12 H 1.50 1.21 -1.24
13 H 1.78 2.16 1.13
14 H -4.68 -0.48 0.88
15 H 0.44 1.13 0.82
16 H -0.46 -0.76 0.30
17 H 1.75 -1.26 -1.68
18 H 0.97 -0.18 2.81
19 H -1.64 -0.29 -1.80
20 H 3.01 0.70 -0.64

***

[7]
H20O10 | wB97M-V/def2-TZVPD

Summary:
* ⟨S²⟩: 0.751
* calculated total energy: -764.34137 Eh
* HOMO energy (spin up / spin down): 0.02 / -8.00 eV
* total charge: -1
* spin multiplicity: 2
* Kohn-Sham gap (spin up / spin down): 2.916 / 10.663 eV
* energy above the lowest of the compared OMol25 structures with the same formula, charge and spin: 154.7 kJ/mol

Cartesian coordinates (Å):
1 O 2.12 -2.43 0.94
2 O 1.36 -2.81 -2.15
3 O 0.52 0.14 -2.81
4 O 0.99 -2.40 3.51
5 O -0.61 3.58 -0.01
6 O -1.35 -0.73 2.82
7 O -1.85 -1.93 -2.08
8 O -0.37 2.64 2.62
9 O 1.96 1.55 -0.91
10 O -3.59 1.67 -1.44
11 H 0.23 -2.89 3.84
12 H 1.47 -3.72 -1.84
13 H 1.90 -2.13 1.84
14 H 0.75 -1.48 3.68
15 H -2.86 2.30 -1.39
16 H 0.47 -2.61 -1.84
17 H -0.27 2.80 1.66
18 H 0.13 -0.08 -3.67
19 H 2.46 -1.68 0.45
20 H 2.75 2.07 -1.16
21 H -1.78 -1.41 -2.89
22 H 0.34 3.47 -0.17
23 H -0.96 3.48 -0.90
24 H 1.02 0.94 -3.01
25 H -1.85 -0.03 2.37
26 H -0.96 -1.85 -1.73
27 H -3.79 1.64 -0.49
28 H -0.59 -0.77 2.21
29 H -0.04 1.83 2.99
30 H 2.42 0.83 -0.46

***

[8]
C54H56BrN3O6P3PtTe | wB97M-V/def2-TZVPD

Summary:
* ⟨S²⟩: 6.050
* calculated total energy: -6692.16285 Eh
* HOMO energy (spin up / spin down): -8.57 / -9.71 eV
* total charge: +1
* spin multiplicity: 5
* Kohn-Sham gap (spin up / spin down): 6.132 / 5.244 eV
* energy above the lowest of the compared OMol25 structures with the same formula, charge and spin: 77.2 kJ/mol

Cartesian coordinates (Å):
1 Pt -0.19 1.14 -0.15
2 Te -0.17 -3.41 -0.54
3 Br -0.56 3.52 -1.20
4 P -0.74 -0.70 1.28
5 P 1.33 -0.70 -0.70
6 P -1.40 -0.72 -2.60
7 O -1.32 -0.45 -4.16
8 O 2.12 0.42 1.44
9 O -1.75 0.49 -1.79
10 O -0.13 -1.43 -2.12
11 O -2.47 -1.88 -2.49
12 O 3.44 2.91 4.59
13 N 0.90 2.80 1.43
14 N 1.60 2.40 2.48
15 N 1.53 -6.38 3.01
16 C 0.36 -4.39 2.44
17 C 2.92 -1.42 -2.87
18 C 0.54 -1.76 0.56
19 C 4.08 -0.60 0.39
20 C 2.88 0.22 0.25
21 C 3.54 -1.21 4.94
22 C -2.12 -1.82 1.76
23 C -0.55 4.49 0.47
24 C -0.43 1.58 5.25
25 C 4.14 1.53 -1.42
26 C -3.57 -2.62 -4.51
27 C 3.93 -0.43 6.01
28 C 5.18 0.59 -1.40
29 C -3.34 -3.08 3.41
30 C -3.40 6.80 0.32
31 C -3.75 -1.90 -3.17
32 C 3.06 1.40 -0.60
33 C -0.48 0.12 2.89
34 C -2.86 -2.44 0.75
35 C -1.31 5.59 0.66
36 C -1.85 1.87 -4.61
37 C 1.03 -5.91 0.73
38 C 2.63 1.39 2.31
39 C 0.94 -5.26 3.35
40 C 3.05 0.77 3.64
41 C 3.89 0.95 5.90
42 C -1.17 1.33 2.99
43 C 3.78 -2.26 -3.57
44 C 3.11 -0.62 3.77
45 C -4.69 -2.68 -2.26
46 C -2.23 6.26 -0.23
47 C 4.19 -3.46 -3.00
48 C -1.14 2.06 4.17
49 C 3.46 1.55 4.72
50 C -4.35 7.40 -0.49
51 C -2.40 -2.12 3.09
52 C 2.91 -2.97 -1.02
53 C 0.20 -0.38 4.00
54 C -4.29 -0.49 -3.38
55 C -2.94 7.05 -2.40
56 C -3.80 -3.41 1.08
57 C 5.14 -0.45 -0.46
58 C -4.13 7.52 -1.85
59 C 0.41 -4.72 1.08
60 C -0.82 0.35 -6.32
61 C 1.58 -6.71 1.74
62 C -0.87 0.73 -4.84
63 C 0.52 1.12 -4.34
64 C 2.45 -1.79 -1.62
65 C 3.77 -3.80 -1.72
66 C 0.23 0.36 5.17
67 C -4.02 -3.74 2.40
68 C 0.28 3.93 1.49
69 C -2.00 6.42 -1.60
70 H -0.12 -0.47 -6.49
71 H -3.28 -3.65 -4.35
72 H -1.88 -1.60 3.89
73 H -0.50 1.21 -6.91
74 H -4.76 -4.50 2.66
75 H -1.47 2.78 -5.07
76 H -2.75 7.18 -3.45
77 H -4.02 0.14 -2.53
78 H -1.73 1.69 2.14
79 H -4.22 -3.61 -1.96
80 H -3.53 -3.31 4.44
81 H 6.02 0.69 -2.06
82 H -1.80 0.03 -6.66
83 H 0.76 -0.01 6.03
84 H 4.13 -1.98 -4.55
85 H -4.87 7.99 -2.48
86 H 0.50 1.22 -3.25
87 H 1.11 -6.21 -0.30
88 H -4.36 -3.90 0.30
89 H 3.83 3.31 5.38
90 H 4.20 1.57 6.73
91 H 5.98 -1.12 -0.38
92 H -4.93 -2.10 -1.38
93 H 4.08 -1.37 1.14
94 H 0.83 2.06 -4.79
95 H 2.26 2.14 -0.60
96 H -1.68 2.99 4.23
97 H 0.38 4.55 2.39
98 H -5.37 -0.51 -3.49
99 H -2.74 -2.12 -0.28
100 H 1.77 3.06 3.24
101 H 2.80 -1.23 2.94
102 H 0.92 -5.04 4.41
103 H 2.61 -0.47 -3.28
104 H -0.12 -3.48 2.76
105 H 3.58 -2.29 5.02
106 H 3.53 1.84 1.85
107 H 2.65 -3.19 0.00
108 H -5.61 -2.91 -2.79
109 H 4.84 -4.12 -3.55
110 H -0.40 2.15 6.17
111 H 4.28 -0.88 6.93
112 H -2.80 -2.12 -5.09
113 H 4.21 2.38 -2.08
114 H 2.08 -7.64 1.50
115 H 1.23 0.34 -4.61
116 H -3.57 6.72 1.38
117 H -4.51 -2.59 -5.06
118 H -3.86 -0.05 -4.28
119 H -5.27 7.77 -0.05
120 H -1.98 2.04 -3.55
121 H 0.69 -1.33 3.94
122 H -1.07 6.09 -2.04
123 H 4.12 -4.71 -1.26
124 H -1.29 5.99 1.67
125 H -2.82 1.63 -5.04

***

[9]
C2H3BrClFIN | wB97M-V/def2-TZVPD

Summary:
* calculated total energy: -3564.31810 Eh
* HOMO energy (spin up / spin down): -9.93 / -7.87 eV
* total charge: 0
* Kohn-Sham gap (spin up / spin down): 9.475 / 7.110 eV
* energy above the lowest of the compared OMol25 structures with the same formula, charge and spin: 481.9 kJ/mol

Cartesian coordinates (Å):
1 I 2.82 2.47 0.14
2 Br 2.59 -0.88 0.99
3 Cl 2.55 -0.06 -1.92
4 F -0.64 -1.02 -1.22
5 N -0.84 -0.06 -0.06
6 C -2.08 -0.18 0.51
7 C 2.83 0.46 -0.30
8 H -1.97 0.18 1.52
9 H -2.91 0.39 -0.03
10 H -2.34 -1.29 0.38

***

[10]
C5H5NO2S2 | wB97M-V/def2-TZVPD

Summary:
* calculated total energy: -1194.98938 Eh
* HOMO energy: -8.85 eV
* total charge: 0
* Kohn-Sham gap: 8.120 eV
* energy above the lowest of the compared OMol25 structures with the same formula, charge and spin: 224.2 kJ/mol

Cartesian coordinates (Å):
1 S -1.53 1.76 0.48
2 S -0.47 -0.44 2.08
3 O 0.59 -1.47 -2.44
4 O 0.44 -2.13 -0.44
5 N 0.35 -1.27 -1.27
6 C -0.19 -0.05 -0.88
7 C 1.32 -0.71 2.31
8 C -1.43 1.95 -1.25
9 C -0.62 0.94 -1.84
10 C -0.67 0.26 0.50
11 H 1.95 0.11 2.43
12 H -0.43 0.94 -2.98
13 H 1.66 -1.40 1.67
14 H 1.14 -1.15 3.28
15 H -2.10 2.65 -1.67

***

[11]
C4H5NO | wB97M-V/def2-TZVPD

Summary:
* SMILES: O=C1C=CCN1
* calculated total energy: -285.39560 Eh
* HOMO energy: -9.75 eV
* total charge: 0
* Kohn-Sham gap: 10.535 eV
* energy above the lowest of the compared OMol25 structures with the same formula, charge and spin: 49.8 kJ/mol

Cartesian coordinates (Å):
1 O 2.29 -1.06 0.10
2 N -0.01 -1.14 -0.13
3 C -0.40 1.10 0.13
4 C -1.08 -0.20 -0.20
5 C 1.21 -0.51 -0.01
6 C 0.93 0.97 0.07
7 H -1.46 -0.06 -1.23
8 H 1.78 1.65 0.13
9 H -1.94 -0.45 0.43
10 H -1.18 1.77 0.44
11 H -0.13 -2.06 0.27

***

[12]
C3H21O9 | wB97M-V/def2-TZVPD

Summary:
* calculated total energy: -804.12506 Eh
* HOMO energy: -6.28 eV
* total charge: -1
* Kohn-Sham gap: 9.424 eV
* energy above the lowest of the compared OMol25 structures with the same formula, charge and spin: 0.0 kJ/mol

Cartesian coordinates (Å):
1 O 0.88 0.44 -0.45
2 O -2.58 -2.50 0.18
3 O 3.11 -1.79 -0.11
4 O 0.01 -0.84 3.13
5 O -0.47 -0.59 -3.89
6 O 2.02 -0.13 -2.80
7 O -2.42 0.11 2.15
8 O 0.90 3.30 -0.87
9 O 1.87 -0.16 1.63
10 C -1.11 1.42 0.53
11 C -2.48 1.06 1.10
12 C -0.54 0.39 -0.46
13 H 0.82 -0.47 2.55
14 H -1.91 -3.03 0.60
15 H 1.18 2.46 -0.45
16 H 1.29 0.23 0.57
17 H -0.91 -1.29 -3.39
18 H 2.44 -0.75 -2.19
19 H -3.04 -1.91 0.79
20 H 3.36 -1.31 0.68
21 H -2.89 2.00 1.50
22 H -1.51 -0.25 2.16
23 H 0.31 -0.41 -3.33
24 H 2.34 0.61 1.96
25 H -0.87 0.56 -1.49
26 H -3.12 0.75 0.26
27 H 2.16 -1.76 0.06
28 H 1.61 0.45 -2.11
29 H 0.24 -1.77 3.22
30 H 0.57 2.91 -1.69
31 H -0.84 -0.64 -0.21
32 H -1.22 2.35 -0.03
33 H -0.38 1.64 1.30

***

Question: calculated total energy of number 2 (C17H16N2O2S2)?
Answer: -1713.70192 Eh